1.
Formula: C30H78F2N13O13P4Ti
Source: OMol25
Level of theory: wB97M-V/def2-TZVPD

```
141
Properties=species:S:1:pos:R:3:mulliken_charge:R:1
Ti 0.46 -18.02 -2.35 0.32
N -0.15 -15.98 -4.29 0.56
O -0.97 -16.55 -3.61 0.21
O 1.00 -16.47 -4.26 -0.85
O -0.40 -15.04 -4.99 -0.13
C -0.63 -12.87 -7.65 -0.31
C -0.62 -12.09 -6.39 1.41
O -1.79 -11.28 -6.51 -0.41
C -2.24 -11.28 -7.80 0.59
O -3.20 -10.69 -8.25 -0.53
O -1.46 -12.15 -8.51 -0.37
F 0.39 -11.26 -6.25 -0.39
H -0.87 -13.94 -7.65 0.07
H 0.32 -12.90 -8.18 0.35
H -0.74 -12.69 -5.49 -0.41
C -0.33 -17.29 -7.64 0.06
C -1.57 -17.66 -6.83 0.58
O -1.88 -18.78 -7.58 -0.45
C -1.56 -18.61 -8.86 0.62
O -1.84 -19.35 -9.74 -0.57
O -0.82 -17.62 -8.96 -0.38
F -2.39 -16.61 -6.93 -0.27
H 0.52 -17.95 -7.47 0.23
H 0.07 -16.29 -7.50 0.01
H -1.43 -17.91 -5.78 0.13
O -0.01 -17.04 -0.29 -0.55
P -0.45 -15.84 0.48 -0.02
N 0.66 -15.60 1.79 0.28
C 0.58 -16.36 2.98 -1.01
C 2.01 -15.14 1.45 -0.77
N -2.07 -15.86 1.18 0.50
C -3.11 -16.87 0.80 -1.08
C -2.53 -14.76 1.96 -1.26
N -0.31 -14.31 -0.39 0.88
C 0.58 -14.23 -1.52 -1.50
C -0.71 -12.96 0.21 -1.15
H 1.40 -16.24 3.69 0.41
H 0.55 -17.43 2.78 0.29
H -0.36 -16.02 3.43 0.26
H 2.48 -14.70 2.33 0.40
H 2.02 -14.40 0.65 0.06
H 2.68 -15.96 1.17 0.31
H -3.42 -16.62 -0.21 0.30
H -2.65 -17.84 1.00 0.33
H -4.07 -16.83 1.31 0.36
H -3.28 -14.25 1.34 0.16
H -3.02 -15.10 2.87 0.33
H -1.66 -14.14 2.19 0.60
H 0.06 -13.98 -2.45 -0.04
H 1.31 -13.47 -1.27 0.83
H 1.16 -15.14 -1.68 0.31
H -1.75 -12.85 0.51 0.16
H -0.58 -12.15 -0.51 0.41
H -0.09 -12.85 1.10 0.40
O -0.49 -20.23 -2.83 -0.80
P -0.07 -21.48 -3.52 0.40
N 0.75 -22.56 -2.44 0.29
C 1.64 -22.00 -1.47 -0.96
C 0.88 -24.01 -2.69 -1.15
N 1.05 -21.28 -4.83 0.39
C 1.30 -19.98 -5.39 -0.94
C 1.39 -22.32 -5.83 -0.88
N -1.37 -22.28 -4.19 0.33
C -2.30 -23.08 -3.39 -1.13
C -2.07 -21.60 -5.32 -0.89
H 2.55 -21.72 -2.01 0.38
H 1.88 -22.75 -0.71 0.34
H 1.31 -21.07 -0.99 0.13
H 0.09 -24.36 -3.36 0.36
H 0.77 -24.71 -1.86 0.33
H 1.86 -24.15 -3.13 0.40
H 1.27 -19.16 -4.66 -0.06
H 2.31 -19.89 -5.76 0.38
H 0.50 -19.75 -6.10 0.30
H 1.44 -23.31 -5.36 0.22
H 0.68 -22.27 -6.66 0.33
H 2.39 -22.24 -6.25 0.32
H -2.65 -23.86 -4.07 0.35
H -1.81 -23.39 -2.47 0.42
H -3.20 -22.53 -3.10 0.31
H -2.79 -20.86 -4.97 0.28
H -2.65 -22.28 -5.94 0.41
H -1.42 -21.14 -6.07 0.05
O 5.38 -13.53 -5.65 -0.78
P 4.92 -12.37 -4.86 0.58
N 6.22 -11.80 -3.91 0.13
C 6.61 -12.49 -2.64 -0.97
C 7.18 -10.74 -4.41 -0.98
N 3.57 -12.52 -3.73 0.86
C 2.27 -12.95 -4.28 -1.40
C 3.36 -11.58 -2.59 -1.02
N 4.63 -10.90 -5.74 0.22
C 3.92 -11.05 -7.06 -0.82
C 4.45 -9.52 -5.19 -0.88
H 6.95 -13.50 -2.85 0.28
H 5.77 -12.62 -1.95 0.27
H 7.38 -11.88 -2.19 0.43
H 7.09 -10.68 -5.49 0.29
H 8.16 -11.04 -4.03 0.49
H 6.84 -9.80 -3.99 0.31
H 2.20 -12.80 -5.36 0.14
H 2.03 -13.99 -4.09 0.28
H 1.51 -12.21 -4.01 0.51
H 2.44 -11.01 -2.68 0.34
H 3.52 -11.98 -1.59 0.20
H 4.22 -10.92 -2.69 0.53
H 4.31 -11.85 -7.68 0.31
H 2.92 -11.41 -6.81 0.23
H 3.94 -10.15 -7.66 0.38
H 4.92 -9.48 -4.21 0.32
H 3.41 -9.20 -5.11 0.34
H 4.88 -8.73 -5.81 0.34
O -7.01 -15.23 -3.39 -0.85
P -5.70 -14.89 -3.91 0.27
N -5.85 -13.92 -5.30 0.28
C -4.69 -13.61 -6.04 -0.80
C -6.86 -12.96 -5.33 -1.09
N -4.78 -16.29 -4.37 0.73
C -4.20 -17.15 -3.28 -0.83
C -5.31 -17.19 -5.40 -1.12
N -4.64 -14.03 -2.84 0.66
C -5.15 -13.03 -1.95 -1.19
C -3.17 -13.98 -3.10 -0.80
H -4.05 -14.49 -6.10 -0.06
H -4.12 -12.79 -5.61 0.26
H -4.90 -13.21 -7.03 0.59
H -6.50 -12.03 -4.87 0.36
H -7.77 -13.31 -4.85 0.33
H -7.14 -12.63 -6.33 0.32
H -3.71 -18.09 -3.57 0.34
H -3.28 -16.70 -2.91 -0.31
H -4.87 -17.37 -2.45 0.43
H -5.88 -16.56 -6.09 0.37
H -4.61 -17.74 -6.02 0.12
H -5.94 -17.90 -4.87 0.41
H -4.44 -12.51 -1.30 0.30
H -5.48 -12.17 -2.54 0.34
H -6.04 -13.39 -1.43 0.37
H -2.90 -14.59 -3.97 -0.03
H -2.55 -14.17 -2.22 -0.02
H -2.97 -12.99 -3.49 0.51
```

Its multiplicity is 5. As for the total charge: +1. For the HOMO-LUMO gap (spin up / spin down), the calculation gives 4.676 / 2.356 eV. The value obtained for the strongest force on any atom is 0.1294 Eh/bohr. The value obtained for the lowest unoccupied orbital energy (spin up / spin down) is -2.26 / -7.15 eV.

***

2.
Formula: C28H57BN2O10P
Source: OMol25
Level of theory: wB97M-V/def2-TZVPD

```
99
Properties=species:S:1:pos:R:3:mulliken_charge:R:1
C 0.38 -0.96 3.15 -1.40
C 0.15 -2.03 2.06 1.19
C 0.90 -1.72 0.77 -0.56
O 0.02 -1.08 -0.14 -0.01
C 0.67 -0.46 -1.27 -1.67
P 0.20 1.42 -1.60 1.19
C 1.93 1.62 -2.53 -1.76
C -1.56 1.16 -0.78 -1.23
C -2.45 0.18 -1.54 -0.44
C -3.66 -0.30 -0.72 -1.14
C -3.30 -1.46 0.22 0.52
N -3.75 -1.18 1.61 -0.28
C -3.49 -2.24 2.52 0.50
C -3.23 -1.81 3.94 -0.93
O -3.43 -3.42 2.19 -0.55
C 0.89 1.94 0.13 -0.53
O 2.15 2.65 0.12 -0.39
C 3.21 1.93 0.67 0.29
C 4.44 2.85 0.75 -1.41
B -0.26 3.29 -2.11 1.16
O -0.46 4.36 -1.20 -0.58
N -0.45 3.63 -3.56 0.24
C -1.86 3.75 -3.90 -1.08
C 0.25 4.88 -3.88 -1.28
H -0.14 -0.05 2.85 0.35
H 0.03 -1.30 4.13 0.27
H 1.44 -0.73 3.25 0.35
H -0.91 -2.00 1.80 -1.12
H 0.43 -3.02 2.45 0.46
H 1.34 -2.62 0.32 0.21
H 1.74 -1.04 0.99 0.33
H 1.75 -0.57 -1.13 0.62
H 0.40 -1.03 -2.17 0.33
H -0.39 1.00 -2.90 -0.04
H 2.21 2.68 -2.61 0.22
H 1.82 1.25 -3.55 0.25
H 2.77 1.08 -2.07 0.52
H -1.52 0.89 0.29 0.23
H -2.08 2.14 -0.80 0.59
H -1.87 -0.70 -1.83 0.15
H -2.83 0.66 -2.45 0.29
H -4.48 -0.63 -1.38 0.40
H -4.05 0.52 -0.12 0.40
H -3.75 -2.39 -0.14 0.35
H -2.22 -1.62 0.24 -0.45
H -4.76 -1.03 1.59 0.32
H -3.92 -2.31 4.62 0.37
H -2.21 -2.12 4.20 0.04
H -3.30 -0.73 4.07 0.34
H 0.18 2.61 0.63 0.37
H 1.00 1.05 0.78 -0.27
H 3.46 1.04 0.07 0.11
H 2.96 1.57 1.68 0.13
H 4.36 3.63 0.00 0.31
H 4.53 3.30 1.74 0.32
H 5.36 2.27 0.60 0.35
H -1.39 4.59 -1.14 0.23
H -2.36 2.78 -3.85 0.14
H -1.97 4.12 -4.93 0.34
H -2.41 4.48 -3.26 0.35
H -0.37 5.76 -3.68 0.26
H 0.57 4.88 -4.92 0.48
H 1.14 4.98 -3.25 0.29
O 0.59 7.46 -7.31 -0.57
C 1.73 7.12 -7.26 0.49
O 2.22 6.31 -6.30 -0.25
C 3.64 6.16 -6.44 -0.45
C 3.94 6.48 -7.90 -0.48
C 2.85 7.51 -8.21 -0.44
H 4.13 6.85 -5.75 0.25
H 3.90 5.14 -6.15 0.34
H 4.96 6.83 -8.06 0.33
H 3.79 5.59 -8.51 0.26
H 3.16 8.53 -7.96 0.24
H 2.50 7.48 -9.24 0.29
O 2.64 -3.10 3.96 -0.51
C 2.53 -3.32 5.12 0.50
O 1.45 -2.94 5.85 -0.27
C 1.63 -3.24 7.24 -0.47
C 2.68 -4.35 7.27 -0.50
C 3.53 -4.01 6.04 -0.54
H 1.97 -2.33 7.74 0.27
H 0.67 -3.54 7.65 0.32
H 3.24 -4.38 8.20 0.32
H 2.20 -5.32 7.13 0.27
H 4.32 -3.30 6.27 0.27
H 3.95 -4.87 5.55 0.31
O -5.36 -9.22 3.04 -0.59
C -4.66 -8.29 2.74 0.45
O -3.98 -7.58 3.65 -0.39
C -3.30 -6.47 3.02 -0.16
C -3.16 -6.87 1.56 -0.39
C -4.42 -7.72 1.35 -0.42
H -3.90 -5.57 3.14 0.13
H -2.35 -6.32 3.52 0.29
H -3.09 -6.00 0.90 0.25
H -2.27 -7.48 1.42 0.27
H -5.28 -7.12 1.08 0.25
H -4.29 -8.52 0.63 0.30
```

As for the total charge: -1. For the HOMO-LUMO gap, the calculation gives 4.780 eV. The value obtained for the strongest force on any atom is 0.0258 Eh/bohr. The value obtained for the lowest unoccupied orbital energy is 1.97 eV.

***

Look up the total charge of the first one. +1

***

Look up the total charge of the second one. -1